The following is a DFT calculation (wB97M-V/def2-TZVPD) of the molecule C5H8O at a distorted geometry.

Calculated values
**SMILES**: C=C/C(O)=C/C
**Molar mass**: 84.12 Da
**LUMO energy**: 0.0252 Eh
**Net charge**: 0
**Strongest force on any atom**: 0.060 Eh/bohr
**Relative energy (zero: lowest compared OMol25 entry of this formula, charge and spin)**: 223.1 kJ/mol
**Orbital gap**: 0.317 Eh
**Highest occupied orbital energy**: -7.9 eV
**Electronic energy**: -7359.943 eV

Atoms and positions in Å:
C (-0.247, 1.153, 1.980)
C (-1.050, 1.015, 0.933)
C (-0.630, 0.376, -0.315)
O (-1.738, -0.030, -1.010)
C (0.606, -0.053, -0.595)
C (1.138, -1.416, -1.028)
H (0.754, 0.740, 1.931)
H (-0.550, 1.592, 2.917)
H (-2.038, 1.458, 1.017)
H (-1.473, -0.425, -1.844)
H (1.435, 0.620, -0.381)
H (1.758, -1.156, -1.878)
H (0.338, -1.988, -1.496)
H (1.699, -1.886, -0.232)

Cartesian forces, eV/Å:
0.46 -0.55 0.02
0.23 1.66 0.03
-0.65 -0.84 0.07
-0.35 -0.57 0.26
1.28 -0.01 0.46
-1.36 1.90 -2.01
0.00 0.02 0.13
-0.15 0.21 -0.04
-0.14 -0.28 -0.36
0.14 -0.04 -0.09
-0.23 -0.05 0.96
0.81 -0.56 -0.07
0.06 -0.64 0.57
-0.11 -0.24 0.06